195
Properties=species:S:1:pos:R:3 method="wB97M-V/def2-TZVPD" relative_energy_kcal_mol=24.4 homo_ev=-9.01 e_tot_ev=-92627.1773 molar_mass_g_mol=1040.6 homo_lumo_gap_ev=9.32 smiles="COC[C@H](C)N.COC[C@H](C)N.COC[C@H](C)N.COC[C@H](C)N.COC[C@H](C)N.COC[C@H](C)N.COC[C@H](C)N.COC[C@H](C)N.COC[C@H](C)N.COC[C@H](C)N.COC[C@H](C)N.NC(N)=O" fmax_ha_per_bohr=0.04039
C 2.217 -3.284 1.935
O 3.594 -3.443 1.617
C 4.122 -4.738 1.896
C 5.561 -4.785 1.435
C 5.795 -4.985 -0.045
N 6.321 -5.709 2.295
H 1.587 -3.883 1.275
H 1.972 -2.261 1.638
H 2.056 -3.355 3.010
H 4.063 -4.880 2.979
H 3.509 -5.461 1.346
H 6.004 -3.796 1.626
H 5.330 -5.867 -0.489
H 6.873 -5.082 -0.207
H 5.523 -4.089 -0.603
H 6.468 -5.240 3.184
H 7.271 -5.808 1.951
C 3.202 3.341 2.766
O 2.924 4.664 2.391
C 3.702 5.658 3.025
C 3.217 7.007 2.452
C 4.130 8.139 2.910
N 1.840 7.337 2.842
H 2.699 2.606 2.139
H 2.728 3.220 3.753
H 4.257 3.079 2.884
H 3.535 5.779 4.100
H 4.743 5.520 2.724
H 3.229 7.024 1.359
H 4.218 8.162 4.003
H 3.657 9.106 2.726
H 5.104 8.112 2.427
H 1.323 6.462 2.737
H 1.858 7.494 3.851
C 5.140 -1.115 0.548
O 5.185 0.229 0.109
C 4.055 0.652 -0.605
C 4.182 2.086 -1.058
C 2.963 2.584 -1.859
N 5.360 2.350 -1.894
H 6.149 -1.521 0.533
H 4.367 -1.665 0.007
H 4.788 -1.178 1.585
H 3.877 0.054 -1.509
H 3.123 0.600 -0.026
H 4.221 2.776 -0.206
H 2.840 1.974 -2.757
H 3.101 3.642 -2.060
H 2.063 2.453 -1.249
H 5.944 1.514 -1.864
H 5.131 2.394 -2.882
C 0.150 -1.758 -5.204
O -0.880 -2.678 -4.847
C -1.954 -2.723 -5.786
C -3.303 -2.935 -5.090
C -3.313 -4.246 -4.298
N -4.300 -3.055 -6.128
H -0.029 -0.832 -4.652
H 0.190 -1.390 -6.232
H 1.100 -2.212 -4.932
H -1.972 -1.846 -6.439
H -1.736 -3.543 -6.481
H -3.421 -2.098 -4.392
H -2.525 -4.357 -3.546
H -2.977 -5.053 -4.959
H -4.263 -4.491 -3.827
H -4.432 -2.203 -6.667
H -5.216 -3.202 -5.714
C 0.503 -1.883 4.734
O -0.873 -2.171 4.453
C -1.239 -3.523 4.589
C -0.831 -4.390 3.394
C -1.386 -3.925 2.061
N -1.259 -5.803 3.687
H 0.914 -1.568 3.775
H 1.023 -2.785 5.069
H 0.546 -1.151 5.538
H -0.915 -3.994 5.523
H -2.331 -3.576 4.626
H 0.263 -4.470 3.440
H -1.156 -4.584 1.221
H -0.988 -2.954 1.756
H -2.474 -3.862 2.122
H -1.041 -5.919 4.674
H -0.571 -6.364 3.196
C -5.455 2.384 0.354
O -4.707 1.192 0.180
C -5.058 0.224 1.170
C -4.484 -1.176 1.008
C -4.753 -1.741 -0.416
N -5.174 -2.024 1.961
H -5.204 2.945 -0.546
H -5.211 2.867 1.303
H -6.540 2.226 0.318
H -4.815 0.580 2.177
H -6.153 0.135 1.120
H -3.407 -1.138 1.179
H -4.221 -2.695 -0.518
H -4.241 -1.234 -1.236
H -5.821 -1.846 -0.595
H -4.891 -2.989 1.840
H -6.166 -2.021 1.749
C 2.108 -5.354 -2.751
O 2.395 -4.294 -3.613
C 3.640 -4.316 -4.245
C 4.761 -3.616 -3.471
C 4.537 -2.131 -3.246
N 6.074 -3.748 -4.140
H 2.033 -6.304 -3.296
H 1.089 -5.293 -2.352
H 2.763 -5.300 -1.875
H 3.969 -5.310 -4.566
H 3.574 -3.713 -5.158
H 4.836 -4.144 -2.507
H 4.420 -1.632 -4.210
H 5.271 -1.636 -2.612
H 3.592 -1.983 -2.708
H 6.752 -3.319 -3.512
H 6.305 -4.729 -3.942
C -0.154 0.303 1.701
O 0.161 0.847 0.437
C -0.696 0.526 -0.625
C -0.612 -0.914 -1.109
C 0.810 -1.315 -1.388
N -1.446 -1.071 -2.313
H -1.211 0.407 1.954
H 0.412 0.888 2.428
H 0.211 -0.715 1.872
H -1.753 0.804 -0.476
H -0.486 1.313 -1.360
H -0.987 -1.647 -0.386
H 0.806 -2.250 -1.958
H 1.463 -1.423 -0.518
H 1.328 -0.614 -2.054
H -1.278 -2.007 -2.683
H -1.004 -0.529 -3.054
C -2.903 0.881 4.700
O -1.704 1.409 5.195
C -1.816 2.088 6.425
C -0.551 2.834 6.734
C 0.655 1.986 7.146
N -0.838 3.877 7.752
H -2.817 0.648 3.641
H -3.802 1.509 4.785
H -3.094 0.005 5.338
H -2.696 2.739 6.343
H -2.078 1.423 7.264
H -0.244 3.515 5.935
H 0.611 1.815 8.224
H 1.582 2.468 6.848
H 0.571 0.994 6.697
H -0.265 3.862 8.590
H -1.762 3.743 8.160
C -3.808 5.454 5.401
O -3.634 4.748 4.179
C -2.245 4.740 3.843
C -2.034 4.024 2.518
C -0.562 3.952 2.130
N -2.703 4.812 1.469
H -4.841 5.747 5.563
H -3.198 6.362 5.471
H -3.415 4.804 6.189
H -1.986 5.805 3.769
H -1.650 4.363 4.680
H -2.473 3.021 2.458
H -0.242 4.804 1.535
H -0.401 3.123 1.430
H 0.067 3.676 2.980
H -3.597 5.167 1.796
H -2.917 4.181 0.703
C -0.553 2.296 -4.768
O -1.541 1.458 -5.321
C -2.267 2.070 -6.367
C -2.906 1.073 -7.347
C -1.961 0.300 -8.264
N -3.881 1.795 -8.167
H -0.016 1.745 -3.990
H -1.017 3.171 -4.307
H 0.232 2.551 -5.485
H -3.076 2.658 -5.922
H -1.685 2.744 -7.006
H -3.513 0.368 -6.761
H -2.431 -0.409 -8.944
H -1.102 -0.140 -7.758
H -1.526 1.054 -8.934
H -4.221 1.175 -8.896
H -4.722 1.919 -7.604
N -5.543 0.729 -2.660
C -4.820 0.935 -3.791
N -3.540 0.475 -3.717
O -5.276 1.459 -4.817
H -6.496 1.043 -2.632
H -5.057 0.486 -1.810
H -3.268 -0.111 -2.943
H -2.838 0.783 -4.400